Record 1
Molecular formula: FHNO3
Method: DFT, ωB97M-V with the def2-TZVPD basis set

Values from the calculation:
Energy above the lowest of the compared OMol25 structures with the same formula, charge and spin: 108.7 kJ/mol
Electronic energy: -380.7778 a.u.
HOMO-LUMO gap (spin up / spin down): 8.9270 / 8.9389 eV
Largest force on an atom: 0.060 Eh/bohr
LUMO (spin up / spin down): 4.33 / 4.33 eV

```
! RIJCOSX wB97M-V def2-TZVPD def2/J DEFGRID3
* xyz -1 1
N 0.404 0.424 -0.217
O 1.169 -0.061 0.505
O 0.484 1.373 -0.940
O -1.225 -0.093 0.783
F 0.021 -0.706 -1.371
H -0.853 -0.936 1.240
*
```



Record 2
Molecular formula: FHNO3P
Method: DFT, ωB97M-V with the def2-TZVPD basis set

Values from the calculation:
Energy above the lowest of the compared OMol25 structures with the same formula, charge and spin: 27.2 kJ/mol
Electronic energy: -722.2734 a.u.
HOMO-LUMO gap: 7.3323 eV
Largest force on an atom: 0.047 Eh/bohr
LUMO: 7.78 eV

```
! RIJCOSX wB97M-V def2-TZVPD def2/J DEFGRID3
* xyz -2 1
O -0.467 1.981 -0.758
P -0.698 0.594 -0.210
O -0.984 0.460 1.278
O -1.573 -0.261 -1.062
N 0.970 -0.771 -0.227
F 2.255 -0.608 0.608
H 0.496 -1.395 0.371
*
```



Record 3
Molecular formula: FHNOS
Method: DFT, ωB97M-V with the def2-TZVPD basis set

Values from the calculation:
Energy above the lowest of the compared OMol25 structures with the same formula, charge and spin: 153.8 kJ/mol
Electronic energy: -628.5854 a.u.
HOMO-LUMO gap (spin up / spin down): 7.3007 / 7.2389 eV
Largest force on an atom: 0.075 Eh/bohr
LUMO (spin up / spin down): 3.95 / 3.91 eV

```
! RIJCOSX wB97M-V def2-TZVPD def2/J DEFGRID3
* xyz -1 1
N 0.964 -0.282 0.242
O 1.441 0.768 0.029
F 0.670 -0.961 -1.314
S -1.418 -0.010 1.178
H -1.657 0.483 -0.134
*
```



Record 4
Molecular formula: FHO4
Method: DFT, ωB97M-V with the def2-TZVPD basis set

Values from the calculation:
Energy above the lowest of the compared OMol25 structures with the same formula, charge and spin: 43.7 kJ/mol
Electronic energy: -401.0263 a.u.
HOMO-LUMO gap (spin up / spin down): 10.0886 / 9.9268 eV
Largest force on an atom: 0.035 Eh/bohr
LUMO (spin up / spin down): -0.89 / -0.76 eV

```
! RIJCOSX wB97M-V def2-TZVPD def2/J DEFGRID3
* xyz 0 1
O 0.216 1.580 -0.803
O 0.007 0.298 -0.984
O -0.962 -0.330 0.449
O -0.784 -1.504 0.579
F 0.361 -1.742 1.479
H 1.162 1.697 -0.720
*
```



Record 5
Molecular formula: FIn
Method: DFT, ωB97M-V with the def2-TZVPD basis set

Values from the calculation:
Energy above the lowest of the compared OMol25 structures with the same formula, charge and spin: 339.6 kJ/mol
Electronic energy: -288.8193 a.u.
HOMO-LUMO gap: 3.4005 eV
Largest force on an atom: 0.000 Eh/bohr
LUMO: -20.07 eV

```
! RIJCOSX wB97M-V def2-TZVPD def2/J DEFGRID3
* xyz 2 1
In 38.942 -29.255 -6.294
F 42.644 -27.630 -4.435
*
```



Record 6
Molecular formula: FNO2
Method: DFT, ωB97M-V with the def2-TZVPD basis set

Values from the calculation:
Energy above the lowest of the compared OMol25 structures with the same formula, charge and spin: 185.6 kJ/mol
Electronic energy: -304.8783 a.u.
HOMO-LUMO gap: 10.1570 eV
Largest force on an atom: 0.049 Eh/bohr
LUMO: -1.05 eV

```
! RIJCOSX wB97M-V def2-TZVPD def2/J DEFGRID3
* xyz 0 1
O -0.855 0.814 -1.138
N -0.001 0.742 -0.386
O -0.133 -0.702 0.389
F 0.988 -0.854 1.135
*
```



Record 7
Molecular formula: FNOS
Method: DFT, ωB97M-V with the def2-TZVPD basis set

Values from the calculation:
<S²>: 2.0088
Electronic energy: -627.8557 a.u.
HOMO-LUMO gap (spin up / spin down): 7.7410 / 7.8604 eV
Largest force on an atom: 0.127 Eh/bohr
LUMO (spin up / spin down): -0.06 / -2.69 eV

```
! RIJCOSX wB97M-V def2-TZVPD def2/J DEFGRID3
* xyz 0 3
N 0.793 -0.534 -0.007
O 1.664 0.360 -0.002
F -1.734 0.697 -0.010
S -0.722 -0.522 0.019
*
```



Record 8
Molecular formula: FO2PrS
Method: DFT, ωB97M-V with the def2-TZVPD basis set

Values from the calculation:
<S²>: 3.7746
Electronic energy: -1165.2070 a.u.
HOMO-LUMO gap (spin up / spin down): 7.8377 / 6.2738 eV
Largest force on an atom: 0.148 Eh/bohr
LUMO (spin up / spin down): -5.25 / -7.05 eV

```
! RIJCOSX wB97M-V def2-TZVPD def2/J DEFGRID3
* xyz 1 4
Pr 0.845 1.349 -1.107
F -1.731 -1.058 1.201
S -0.712 -1.882 0.230
O -0.172 -0.878 -0.730
O 1.771 2.469 0.406
*
```



largest force on an atom of number 7 (FNOS)? 0.127 Eh/bohr